No. 1
Here is 2 unconnected molecules or ions with the total composition C2H8NOS2 from the Open Molecules 2025 dataset. Energies are from the ωB97M-V functional and the def2-TZVPD basis.

The geometry in XYZ format:
```
14
Properties=species:S:1:pos:R:3:forces:R:3
C -0.577 -0.969 -0.416 0.2 0.4 -0.8
C -0.600 0.414 0.068 0.0 -0.3 0.6
N -1.649 -1.680 -0.656 -0.3 0.1 0.2
O 2.666 1.038 -0.066 -0.2 0.0 0.2
S 0.001 -0.459 1.666 -0.3 0.5 0.1
S -2.199 1.215 0.142 0.0 -0.5 -0.1
H 0.375 -1.369 -0.749 -0.1 0.0 0.1
H 0.204 1.062 -0.268 0.1 -0.3 -0.1
H 3.061 1.712 0.502 0.0 -0.1 -0.1
H -1.600 -2.653 -0.922 0.1 0.1 0.0
H -2.569 -1.297 -0.467 0.1 -0.2 -0.1
H 3.340 0.824 -0.718 0.1 0.0 0.0
H 1.298 -0.256 1.392 0.2 0.0 -0.1
H -1.751 2.417 0.491 0.2 0.2 0.1
```
Positions in Å, forces in eV/Å.

Computed properties:
- Kohn-Sham gap (eV) = 9.855
- energy (eV) = -27404.597
- molar mass (g/mol) = 126.23
- highest occupied orbital energy (eV) = -13.73
- charge = +1
- ΔE to the lowest compared entry with this formula, charge and spin (kcal/mol) = 15.4



No. 2
Here is 2 unconnected molecules or ions with the total composition C2H8NS in a non-equilibrium geometry from the Open Molecules 2025 dataset. Energies are from the ωB97M-V functional and the def2-TZVPD basis.

The geometry in XYZ format:
```
12
Properties=species:S:1:pos:R:3:forces:R:3
N 2.347 0.677 0.685 0.1 -1.2 -1.7
H 2.254 1.078 -0.242 0.5 0.4 0.1
H 1.451 0.159 0.744 0.2 0.6 1.2
H 2.550 1.384 1.360 -0.7 0.3 0.4
C -0.209 -0.854 -1.646 1.4 0.5 0.3
C -0.791 0.306 -0.821 -1.0 -1.0 0.5
S -0.949 -0.165 0.965 0.4 0.0 -0.1
H -0.163 -0.803 -2.743 -0.7 0.3 0.0
H -0.568 -1.823 -1.311 -0.2 0.0 0.0
H 0.860 -0.808 -1.400 0.0 -0.5 0.2
H -1.842 0.487 -1.048 0.2 0.4 -0.7
H -0.179 1.201 -0.926 -0.1 0.1 -0.2
```
Positions in Å, forces in eV/Å.

Computed properties:
- Kohn-Sham gap (eV) = 6.799
- energy (eV) = -14529.688
- molar mass (g/mol) = 78.16
- highest occupied orbital energy (eV) = -2.40
- charge = -1
- ΔE to the lowest compared entry with this formula, charge and spin (kcal/mol) = 9.3



No. 3
Here is a molecular structure, C2H8O10Y in a non-equilibrium geometry from the Open Molecules 2025 dataset. Energies are from the ωB97M-V functional and the def2-TZVPD basis.

The geometry in XYZ format:
```
21
Properties=species:S:1:pos:R:3:forces:R:3
Y -0.058 -0.223 0.092 -1.5 -1.3 0.2
C -2.117 -0.767 1.648 0.7 -7.2 0.1
O -0.776 -1.004 2.005 -1.8 2.1 0.4
O -2.971 -1.606 2.170 1.5 4.2 -1.1
O -2.195 -0.215 0.455 -2.0 1.4 1.6
C 0.657 -2.534 -0.883 2.5 0.2 -4.1
O 1.476 -1.549 -0.346 1.1 -2.6 -0.2
O -0.552 -2.074 -0.959 -0.2 -1.8 0.1
O 1.165 -3.504 -1.577 -1.7 2.1 2.8
O -1.169 0.470 -1.983 0.6 1.2 -1.5
H -2.058 0.297 -2.298 -0.3 -0.4 0.5
H -0.685 0.734 -2.794 -0.3 -0.4 0.8
O 1.633 0.359 1.547 0.0 -1.0 1.6
H 1.840 -0.013 2.414 -0.5 -0.3 -0.2
H 2.208 1.072 1.448 1.5 1.8 -0.4
O 1.462 1.087 -1.106 1.8 -0.3 -0.3
H 1.411 1.937 -1.488 -0.4 1.6 -0.7
H 2.372 0.797 -1.319 -0.7 -0.6 0.3
O -0.470 1.964 0.756 -0.2 1.4 0.0
H -1.265 2.053 1.293 -0.2 -0.2 0.0
H 0.092 2.720 0.926 0.0 0.1 0.2
```
Positions in Å, forces in eV/Å.

Computed properties:
- Kohn-Sham gap (eV) = 5.427
- energy (eV) = -23727.364
- molar mass (g/mol) = 280.98
- highest occupied orbital energy (eV) = -4.00
- charge = -1
- ΔE to the lowest compared entry with this formula, charge and spin (kcal/mol) = 24.7